Entry from OMol25: one molecule with the formula C7H11F2O2P (ωB97M-V/def2-TZVPD).

The geometry in XYZ format:
```
23
Properties=species:S:1:pos:R:3:forces:R:3
C 0.910 -2.881 1.586 2.4497 -2.2377 0.3065
C 1.446 -1.684 1.665 0.9871 1.5120 -0.4865
C 0.715 -0.426 1.313 3.9080 0.0218 -0.5938
F 1.049 0.496 2.298 -0.0496 0.9689 0.7385
P 1.617 0.382 -0.221 -1.5653 -0.2940 -0.0527
O 1.583 -0.839 -1.300 1.3218 1.3200 0.0201
C 0.462 -1.518 -1.831 -0.5627 2.2036 3.6037
O 0.317 1.312 -0.758 0.0386 -1.6495 -0.4810
C -0.043 2.599 -0.367 1.0536 1.4645 -1.2071
C -1.322 3.063 -1.010 0.4524 1.2698 0.7750
C -2.053 4.147 -0.665 0.8257 -1.1903 -1.1749
F -2.985 4.600 -1.516 -0.8682 -0.2854 -0.7036
H 1.640 -3.726 1.773 -1.1320 0.7931 -0.1890
H -0.054 -3.201 1.245 -0.5708 0.4533 0.1371
H 2.579 -1.474 1.851 -2.2192 -0.7599 -0.0349
H -0.306 -0.467 1.294 -2.7020 -0.3908 -0.3697
H -0.011 -0.944 -2.559 -0.8613 0.8404 -1.3116
H -0.156 -1.658 -0.947 -0.9053 -0.2929 -0.3460
H 0.784 -2.420 -2.131 1.0992 -3.1391 -1.4475
H -0.177 2.694 0.634 -0.2993 -0.2382 3.4548
H 0.821 3.274 -0.544 -0.4859 -0.0204 -0.4934
H -1.474 2.458 -1.874 -0.8723 0.1947 -0.8909
H -2.072 4.892 0.114 0.9579 -0.5439 0.7468
```
Positions in Å, forces in eV/Å.

Properties
Orbital gap ... 9.7 eV
Largest force on an atom ... 4.26 eV/A
DFT total energy ... -26253.2611 eV
SMILES ... C=C[C@@H](F)P(OC)OC/C=C/F
Relative energy (zero: lowest compared OMol25 entry of this formula, charge and spin) ... 77.8 kJ/mol
Total charge ... 0